[1]
Formula: C29H60F12N2O17P2S2
Source: the OMol25 dataset
Level of theory: ωB97M-V with the def2-TZVPD basis set

```
124
Properties=species:S:1:pos:R:3:forces:R:3:mulliken_charge:R:1
H 3.458 3.345 -2.509 0.0842 0.0747 -0.0708 0.31
H -7.141 0.977 -5.754 0.0446 -0.0152 0.0711 0.25
H 0.167 -0.210 7.722 -0.4604 0.1357 -0.0516 0.34
O -0.181 -2.321 5.608 -0.1189 0.3783 -0.1584 -0.55
H -0.221 0.686 -1.245 -0.2439 -0.5716 0.1494 0.56
H 6.664 3.354 2.958 0.0449 0.1667 -0.0823 0.23
O -4.216 2.380 0.485 0.1700 -0.8353 0.5055 -0.29
H -5.027 -5.648 -1.217 0.0606 -0.1687 -0.0213 0.30
H -3.253 -5.445 -1.121 -0.0129 -0.1832 -0.0178 0.26
H 4.216 -1.905 -6.673 -0.0547 -0.0652 0.0483 0.22
O 6.316 2.936 4.956 0.0078 0.1033 0.0148 -0.41
H -1.665 4.182 1.800 -0.1364 -0.4764 -0.3660 0.25
C -3.946 -2.124 3.156 0.7227 1.1701 0.0958 -1.04
H 1.953 2.685 -4.125 -0.0220 -0.1120 -0.1749 0.12
H -1.327 -6.633 7.056 -0.0705 -0.0297 -0.0703 0.28
C -1.633 -1.642 2.928 -0.6938 0.6973 -0.5157 -0.45
H 8.154 -0.121 -6.950 0.0094 0.1435 -0.1327 0.26
H -4.407 -4.195 2.994 0.5018 0.5092 -0.0910 0.44
O -6.215 2.226 1.515 -0.8351 0.8990 0.5037 -0.47
H -4.997 -1.858 3.341 0.5718 -0.3444 -0.1265 0.47
H 3.496 1.782 -4.201 -0.1100 -0.0801 -0.1736 0.22
C -1.469 1.175 1.482 0.9867 1.7373 0.1067 -1.59
H 7.929 3.909 4.094 0.0059 0.1390 -0.1351 0.28
H -5.226 0.581 1.127 0.7198 0.5648 -0.7051 0.39
H -1.666 -1.113 0.374 0.6804 0.4490 0.7897 0.69
C 7.081 -0.214 -7.134 0.0858 -0.3115 0.0516 -0.54
F -2.594 -0.594 -1.833 0.5877 0.1272 -0.6861 -0.26
C -1.329 -1.040 -2.045 1.3218 -0.5612 2.0876 0.72
H 2.843 -0.964 -6.052 0.1567 0.1286 0.0125 0.18
H 3.934 -1.824 -4.923 0.1534 0.1802 -0.0859 0.22
H -3.118 -0.047 3.320 -0.1716 -0.6673 -0.0272 0.53
H -1.531 -1.094 -8.583 0.0172 -0.1058 0.1855 0.23
H -2.266 4.350 0.136 0.2486 -0.5297 0.3926 0.53
S 2.854 2.404 3.792 -0.2620 0.0244 -0.3044 -0.17
H 0.493 3.534 3.963 0.0458 -0.2019 -0.3173 0.36
H -3.523 2.722 2.434 0.0059 0.1529 -0.6021 0.30
C -0.283 -0.403 -1.078 0.0290 -0.1995 -0.7149 -1.38
C -2.528 -1.515 -8.739 -0.0537 0.3404 -0.1604 -0.31
O -3.008 -1.160 -10.031 -0.0255 -0.0526 -0.0224 -0.53
C -5.267 1.699 1.054 0.2610 -0.7301 -0.1438 0.15
O 2.635 -3.023 -5.999 -0.0391 -0.0256 -0.0353 -0.57
F -1.621 1.751 -5.482 0.0405 -0.7434 0.6073 -0.31
C 3.453 -1.860 -5.903 -0.4049 -0.1571 0.1918 -0.35
H 5.135 4.657 8.367 0.1377 -0.0332 0.1401 0.26
C -2.949 -1.119 3.156 0.9139 -2.1163 -0.2972 -0.31
H -0.247 2.630 0.228 -0.5184 -0.0173 0.3572 0.25
O 4.025 3.375 7.180 -0.1789 0.0268 0.1067 -0.43
H 1.988 0.172 5.408 0.3097 -0.2769 0.3373 0.31
C 1.026 -1.254 2.927 -0.4244 1.6754 -0.3502 -1.56
H -1.185 -4.939 6.529 0.1895 -0.0305 0.0672 0.14
H -1.780 2.071 -0.468 0.5229 0.2722 0.5137 0.41
C 2.247 0.670 0.492 0.7040 0.5564 -1.2129 0.28
F -1.363 1.455 -3.281 -0.4034 -0.7927 -0.3944 -0.25
P 0.116 -0.890 5.712 0.3341 -1.0470 0.8467 0.59
H 3.190 3.127 -5.324 0.0358 0.0606 0.0750 0.34
O 3.612 3.684 -3.397 -0.0065 0.0687 -0.0168 -0.57
F -2.896 0.183 -4.526 1.1349 0.0098 0.5409 -0.40
C -1.217 -5.979 6.192 -0.1090 0.1969 -0.2387 -0.43
C -0.470 0.115 4.245 0.5825 1.0524 0.8270 -0.07
H 6.615 0.765 -7.035 -0.0298 -0.0678 0.0649 0.21
C -3.579 -3.459 2.944 -2.0013 -1.5779 0.1233 -0.37
F -1.573 -2.079 -4.130 0.0049 0.8116 0.2970 -0.26
C -1.473 -3.017 2.698 2.1884 -0.4964 -0.5601 0.37
H -0.288 -6.225 5.671 0.1061 0.0426 0.1582 0.24
H 1.336 4.209 0.983 0.3500 -0.2051 -0.0143 0.41
F -1.358 -2.381 -1.686 -0.0598 0.5831 -0.5782 -0.39
H -4.166 4.156 1.613 0.3837 -0.5929 -0.2251 0.49
N 1.830 -0.085 2.686 -0.6618 -1.7763 -0.7718 0.29
H 2.757 -0.461 2.491 0.1541 0.7752 0.1161 0.41
H -2.408 0.664 1.203 0.7720 -0.0478 0.1205 0.81
O -0.562 -0.251 7.075 1.2905 0.1275 -1.3485 -0.57
F 1.931 1.428 -0.597 -0.3068 -0.6915 0.4686 -0.21
C -0.234 0.182 1.527 -3.7311 -0.2091 0.4089 1.44
C -6.065 1.136 -5.730 0.3149 0.0191 0.1527 -0.51
O 1.526 -2.298 3.177 -0.0644 -0.7582 0.0096 -0.55
O -2.329 -6.180 5.329 -0.0588 -0.0781 0.0444 -0.55
H -3.212 -1.143 -7.972 0.1075 -0.0999 0.1591 0.04
H 6.911 -0.593 -8.145 0.0714 0.1610 -0.0743 0.27
H 6.065 3.389 7.514 0.0699 0.0365 0.1187 0.22
F 0.397 -1.344 -3.741 -0.3497 0.3608 0.7476 -0.21
H -0.062 -1.812 0.554 -0.2740 0.6858 -0.0549 0.65
H 5.043 2.965 8.908 -0.0903 0.0066 -0.0508 0.23
H 6.758 2.084 4.879 -0.1401 0.0443 0.0825 0.24
O 1.744 -0.642 5.899 -1.8711 0.8395 -0.7132 -0.52
P 1.504 2.531 2.385 1.6717 1.7270 2.3236 0.18
H -4.650 1.047 -4.406 -0.3236 0.0062 0.0720 0.32
H -5.583 0.442 -6.425 -0.1105 0.0569 -0.1507 0.17
S -1.318 0.478 -4.556 1.4979 1.0511 -2.5055 1.24
C -2.132 3.620 0.967 -0.5821 0.1034 -0.3784 -1.13
H 6.919 -1.950 -6.282 -0.0912 0.0629 0.0890 0.28
C -0.424 -0.676 2.872 0.6151 -0.7852 1.1911 1.20
C -4.187 -5.418 -0.556 -0.0060 0.2535 -0.1475 -0.62
H -2.473 -2.600 -8.675 -0.0330 0.0379 -0.0851 0.28
H 0.685 -0.831 -1.414 -0.5584 0.3588 0.2619 0.66
O 2.057 3.631 1.302 -1.6625 -0.8501 0.1341 -0.47
H -1.465 0.498 4.540 0.3807 -0.3363 -0.3619 0.55
H -2.211 -5.593 4.573 -0.0476 -0.0253 -0.0688 0.33
N -2.381 -4.009 2.688 -0.5432 2.9334 0.7110 -0.82
C -3.563 3.234 1.447 0.3595 0.8573 0.5192 -0.70
C -0.894 -1.052 -3.547 -1.2214 -1.6785 -0.5532 0.61
F 2.474 -0.604 0.097 -0.7246 0.5676 0.1135 -0.25
H 4.123 3.956 6.418 0.0361 -0.2264 -0.0335 0.25
F 0.273 0.806 -4.714 -1.1265 0.1979 0.3738 -0.32
H -4.145 -6.157 0.242 0.0073 0.1031 0.0351 0.23
H -3.049 -0.199 -10.068 -0.0131 -0.1163 -0.0723 0.30
C 3.027 2.763 -4.311 0.0253 -0.0277 0.4027 -0.42
H 0.205 1.004 4.267 -0.5199 -0.5510 -0.2419 -0.11
H -4.400 -3.493 -0.690 -0.0105 -0.0356 0.1097 0.25
O 0.182 3.202 3.096 0.2624 -0.4953 -1.1932 -0.52
H 1.967 -2.963 -5.308 0.0420 -0.0803 -0.1074 0.30
F -1.170 -0.421 -5.904 -0.4300 0.6313 0.9275 -0.32
O 6.495 -1.092 -6.179 0.0583 0.0566 -0.0011 -0.47
C 1.212 0.775 1.654 1.0286 -0.6941 0.5113 0.28
O -4.366 -4.132 0.029 -0.0391 0.0965 0.0099 -0.39
C 6.853 3.783 3.946 0.0849 -0.3446 0.0485 -0.54
O -5.602 0.901 -4.407 -0.0478 0.0369 0.0513 -0.48
C -1.298 2.386 0.489 -1.3089 -0.3173 -0.2429 -0.39
H -0.440 -3.354 2.477 -0.6804 0.2433 0.2983 0.41
F 3.474 1.125 0.849 -0.7387 -0.1632 0.3866 -0.24
H -5.848 2.166 -6.027 -0.1026 -0.0216 -0.1694 0.27
C 5.133 3.614 8.038 -0.0218 0.1052 -0.2926 -0.56
H -1.670 1.629 2.481 0.4926 -0.4744 -0.5371 1.22
H 6.366 4.753 4.013 -0.0321 -0.0642 0.0517 0.21
C -0.591 -0.842 0.396 1.1656 -0.6518 -1.2830 -1.37
```
Forces are in eV/Å.

The HOMO energy comes out at -9.441 eV. Its SMILES is O=COCCCC[C@]1(CCC(F)(F)C(F)(F)S(F)(F)(F)(F)F)[C@@](CP(=O)(O)O)(c2cccnc2)C(=O)N[C@]1(C(F)(F)F)P(O)(O)=S.CO.CO.CO.CO.CO.CO.CO.CO.CO. The energy is -5206.96248 a.u.

[2]
Formula: C29H61NO20P4
Source: the OMol25 dataset
Level of theory: ωB97M-V with the def2-TZVPD basis set

```
115
Properties=species:S:1:pos:R:3:forces:R:3:mulliken_charge:R:1
H 5.693 0.965 -0.605 0.0292 -0.0098 0.0112 0.30
C 0.322 -4.089 0.802 -0.0815 -0.2406 -0.9563 -0.49
H -2.221 4.113 4.888 -0.1231 0.1051 -0.0028 0.23
H -1.022 5.415 4.772 0.0459 -0.0338 -0.0454 0.31
H 6.842 -0.028 -1.543 0.0102 -0.0220 0.0264 0.36
C -4.583 0.745 1.183 -0.0272 0.3065 1.4291 0.61
C 2.232 -2.100 4.593 -0.1617 0.1248 0.0350 -1.25
H 4.378 -5.145 -5.292 -0.0282 0.0137 -0.0070 0.29
H 1.507 -2.905 4.452 -0.0809 0.0661 -0.1433 0.24
O 7.450 1.003 1.501 0.0279 -0.0707 -0.1679 -0.29
C -3.912 7.027 0.349 -0.0329 0.1883 -0.2214 -0.75
N -4.917 -0.347 2.042 -0.2836 1.6830 1.2318 0.18
H 1.944 -3.254 -0.296 0.0230 0.1400 -0.2105 0.35
P -2.501 6.588 2.451 -0.3171 0.0720 0.0529 1.04
H -3.379 4.674 -7.123 0.0253 0.0223 0.1256 0.24
O -2.831 8.067 2.937 0.0437 -0.0877 -0.1579 -0.35
H -2.385 1.335 3.222 0.0116 0.1408 0.3531 0.28
O 1.453 -2.967 -5.943 -0.1594 0.0009 -0.1094 -0.68
C -4.652 2.190 1.623 -1.1132 0.2068 0.4159 -1.21
O 0.782 -3.894 -3.625 0.1251 0.1555 -0.0026 -0.08
H 0.677 -6.837 -6.517 0.0642 0.0027 0.1282 0.24
C 8.617 1.833 1.558 0.1012 0.1794 -0.0026 -0.64
H 1.528 -5.569 -7.419 -0.0635 0.0651 -0.0120 0.27
H 5.146 -0.528 -1.390 0.0139 -0.0914 0.0982 0.22
H -6.586 -0.818 3.191 -0.0532 0.0359 -0.0524 0.33
H 8.852 2.200 0.560 0.0737 -0.0523 0.0123 0.27
C -1.686 -1.273 3.860 -1.0010 -1.4582 -1.5626 -0.13
H -5.415 0.087 4.100 0.1857 0.3148 -0.0640 0.31
H 8.395 2.677 2.206 -0.1268 -0.0650 0.0184 0.23
C -3.409 2.380 -2.003 -0.0270 0.0931 0.0330 -0.69
H -2.857 2.879 -1.209 0.1549 0.0040 -0.1348 0.26
H 3.391 -0.731 3.426 -0.0292 0.1724 0.0551 0.39
H -1.394 9.377 2.226 0.0721 -0.0510 0.0191 0.26
C 8.497 -2.238 2.766 0.1180 -0.2200 0.1047 -0.69
O -4.816 1.917 -4.520 -0.0622 -0.1370 0.0122 -0.68
C -2.051 -4.474 1.798 -0.3954 0.5667 -1.0668 -1.66
C -2.929 -0.129 -5.410 0.0085 -0.1959 -0.0584 -0.57
C -3.763 -0.999 2.555 -0.6359 -1.6325 -1.2673 -0.11
O -1.186 6.415 1.834 0.1643 0.0208 0.1021 -0.67
C 0.997 -2.887 0.108 0.3352 -0.2582 0.1145 -0.24
H -0.004 -5.200 -6.592 0.0285 0.0236 -0.0293 0.30
H -1.557 -5.147 2.493 0.0221 -0.1012 -0.0203 0.45
C -2.862 -0.485 3.355 0.9265 0.9055 0.7861 0.62
H 1.830 -1.459 5.376 0.1092 -0.0873 0.2045 0.30
C -1.444 -2.598 3.237 0.3114 1.0469 0.7116 0.03
O 7.459 -1.330 2.378 -0.0080 -0.1057 -0.2301 -0.24
H 3.444 -1.895 1.553 0.0182 -0.3761 -0.2409 0.35
O 6.263 -0.811 0.300 -0.0123 -0.0187 0.2903 -0.12
C 2.447 -1.264 3.326 0.0685 -0.4800 0.0270 -0.41
H -2.719 3.043 -7.351 -0.0181 -0.0161 0.0205 0.27
O -3.739 6.238 1.530 -0.0595 -0.0568 0.2863 -0.23
P 7.630 -0.509 1.036 -0.3306 0.0776 0.1098 0.90
C 1.351 -1.737 1.044 0.1815 -0.0775 0.3210 -0.48
O -2.672 2.556 -3.227 -0.1518 0.2450 -0.1091 -0.35
H 0.400 -2.559 -0.753 0.0872 -0.0031 0.2634 -0.23
H 9.333 -1.686 3.194 0.0279 -0.0264 -0.0443 0.29
H 0.576 -4.107 1.862 -0.1780 0.0682 0.0755 0.39
H -4.638 6.526 -0.286 0.0081 -0.0931 0.0944 0.25
C -3.430 3.643 -6.782 -0.0385 -0.0296 -0.2576 -0.68
H -5.679 2.533 1.461 0.0030 0.0600 0.0435 0.42
O -2.468 1.224 -5.329 -0.1475 0.0752 -0.0519 -0.29
O -0.991 -0.867 4.724 1.3916 1.2172 1.7071 -0.52
H -2.991 -4.893 1.444 -0.0715 -0.1988 0.3239 0.43
H 2.458 -3.156 2.314 -0.0171 -0.0684 -0.2427 0.45
H 1.655 -0.514 3.286 -0.0042 0.0493 -0.1582 0.31
H 5.177 -3.755 -4.534 -0.0902 0.0360 0.0917 0.24
O 8.843 -0.779 0.263 0.1641 0.0389 0.0651 -0.72
H -0.630 -2.842 -2.578 0.0603 -0.1683 0.0184 0.09
H -2.971 7.126 -0.193 0.0077 -0.0273 0.0258 0.36
H -1.420 -4.899 -0.265 0.1252 -0.1936 0.0568 0.49
H -2.066 -0.764 -5.599 0.0820 0.1222 -0.0120 0.20
H 9.471 1.289 1.958 0.0081 -0.0017 -0.0469 0.31
H -1.111 -3.295 -4.223 0.0022 0.0542 -0.0237 0.32
H -4.040 2.826 0.996 0.2569 -0.2026 -0.1364 0.08
C 2.482 -2.105 2.022 0.0444 0.7464 0.4835 -0.68
H 4.198 -3.513 -5.994 -0.0273 0.0107 0.0195 0.34
C -0.287 -2.940 -3.604 -0.1888 0.1970 0.0136 -0.62
O 1.662 -5.469 -5.355 0.0686 0.1473 -0.0445 -0.35
H 8.088 -2.907 3.519 -0.1221 0.1085 0.0004 0.23
H -1.275 4.303 3.402 0.0566 0.1112 -0.0232 0.31
O -4.524 -2.999 1.640 -1.8602 -1.4358 -1.2279 -0.58
P 1.730 -3.947 -4.892 0.1660 -0.1969 0.2287 0.87
C -5.873 0.006 3.115 -0.3890 -0.9723 0.2707 -0.97
O -2.941 0.804 3.812 0.1044 0.0873 -0.2642 -0.56
O -2.794 5.700 3.730 0.0245 -0.1121 -0.2545 -0.30
H 0.502 -1.394 1.645 -0.2331 -0.1480 -0.2046 -0.09
H -4.441 3.264 -6.937 0.0044 0.0003 0.0308 0.33
H 1.687 -0.872 0.468 -0.1185 0.0555 -0.0647 0.44
C -2.328 -3.140 2.437 -0.2216 -1.4039 -0.4626 0.30
C 4.288 -4.082 -5.067 0.2116 -0.0776 -0.1734 -0.73
C -3.613 -2.451 2.148 1.3109 1.5602 1.0173 0.58
H -4.400 2.825 -2.077 -0.0126 -0.0795 -0.0568 0.35
C 5.978 -0.051 -0.878 -0.0641 0.1773 -0.2106 -0.73
H -0.523 -3.109 3.469 0.1126 0.0947 0.2964 0.35
H -2.087 9.761 3.813 -0.1258 -0.0750 0.0003 0.24
H -4.439 2.360 2.675 0.0228 -0.1220 0.0229 0.50
H -3.409 -0.441 -4.483 -0.0491 0.0155 -0.0224 0.29
H 0.769 -4.987 0.372 0.0730 -0.1069 0.2203 0.48
O 3.158 -3.857 -4.220 -0.1916 -0.0935 0.1523 -0.23
H 3.145 -2.576 4.950 0.1066 0.0693 -0.0510 0.41
C 0.919 -5.777 -6.541 -0.0537 -0.1149 -0.1672 -0.63
H 8.840 -2.830 1.919 0.0385 0.0870 -0.0265 0.34
H -3.492 1.329 -1.769 -0.0424 -0.0300 -0.0370 0.42
C -1.760 4.836 4.218 0.0807 -0.2279 0.1216 -0.65
O -3.086 3.621 -5.395 0.1623 -0.0545 0.1510 -0.34
C -1.194 -4.190 0.529 0.1039 0.5365 0.7023 -0.91
H -1.512 -3.214 0.149 -0.1660 -0.0501 -0.0858 0.49
H -6.452 0.899 2.899 0.1829 0.0651 -0.1740 0.38
H 0.048 -1.965 -3.953 0.0090 -0.0437 -0.0925 0.40
H -3.632 -0.227 -6.236 -0.0582 -0.0218 0.0695 0.27
O -4.209 0.499 0.094 1.0067 -0.7480 -2.2289 -0.51
P -3.403 2.289 -4.600 0.3005 0.1184 0.0272 1.03
H -4.292 8.014 0.615 0.0258 -0.0104 0.0187 0.29
C -1.733 8.958 3.172 0.1015 0.1951 0.0185 -0.64
H -0.905 8.447 3.662 0.0124 -0.0006 -0.0456 0.31
```
Forces are in eV/Å.

The HOMO energy comes out at -9.794 eV. The value obtained for the energy above the lowest of the compared OMol25 structures with the same formula, charge and spin is 11.4 kcal per mole. Its SMILES is CCCCCCCCC1=CC(=O)C(O)=C(N(C)C(C)=O)C1=O.COP(=O)(OC)OC.COP(=O)(OC)OC.COP(=O)(OC)OC.COP(=O)(OC)OC. The energy is -4066.88056 a.u.

Q: Among the records above, which one has the highest energy?
A: C29H61NO20P4